Molecular formula: C30H36BrFN2O5S2
Method: DFT, ωB97M-V with the def2-TZVPD basis set

Its charge is 0. As for the SMILES: C#Cc1c(O)c(-c2ccccc2)c2nc([C@@H](F)CC)cnc2c1C[C@@H](C)Br.O=S1(=O)CCCC1.O=S1(=O)CCCC1.

Last column: Mulliken charge in e.
Atoms and positions in Å:
C  1.420  -6.066  -2.857  -0.125
C  1.184  -4.946  -2.488  -0.873
C  0.913  -3.630  -1.938  0.503
C  -0.354  -3.491  -1.252  0.997
O  -1.173  -4.565  -1.164  -0.658
C  -0.684  -2.253  -0.720  0.475
C  -2.009  -2.092  -0.017  0.453
C  -2.149  -1.574  1.282  -0.498
C  -3.407  -1.496  1.879  -0.717
C  -4.566  -1.911  1.208  -0.429
C  -4.437  -2.411  -0.098  -0.817
C  -3.173  -2.496  -0.702  -0.044
C  0.196  -1.122  -0.849  -0.473
N  -0.215  0.076  -0.326  -0.169
C  0.636  1.066  -0.511  0.495
C  0.238  2.447  0.013  0.921
F  -0.532  2.273  1.179  -0.445
C  1.437  3.355  0.388  -0.715
C  1.590  4.419  -0.748  -1.497
C  1.887  0.893  -1.193  -0.774
N  2.328  -0.242  -1.690  -0.474
C  1.434  -1.263  -1.517  -0.770
C  1.785  -2.561  -2.049  0.038
C  3.129  -2.724  -2.765  -0.926
C  4.033  -3.854  -2.204  0.044
C  4.599  -4.706  -3.385  -1.067
Br  5.555  -3.166  -1.166  -0.174
H  1.518  -7.133  -2.944  0.462
H  -1.727  -4.506  -0.373  0.446
H  -1.250  -1.248  1.804  0.416
H  -3.509  -1.095  2.891  0.381
H  -5.550  -1.837  1.674  0.413
H  -5.344  -2.733  -0.616  0.476
H  -3.145  -2.904  -1.714  0.469
H  -0.371  2.986  -0.726  0.191
H  1.174  3.884  1.301  0.318
H  2.371  2.795  0.527  0.509
H  2.519  4.994  -0.664  0.341
H  1.455  3.965  -1.742  0.342
H  0.740  5.111  -0.627  0.414
H  2.528  1.771  -1.312  0.523
H  2.885  -2.927  -3.822  0.383
H  3.713  -1.798  -2.759  0.438
H  3.505  -4.557  -1.556  0.468
H  4.519  -4.192  -4.352  0.317
H  4.057  -5.659  -3.474  0.174
H  5.659  -4.957  -3.245  0.412
O  -2.124  2.914  -1.832  -0.639
S  -3.565  2.992  -1.843  1.067
O  -4.257  4.216  -1.531  -0.736
C  -4.154  2.365  -3.410  -0.845
C  -4.325  0.868  -3.175  -0.576
C  -4.976  0.735  -1.794  -0.164
C  -4.217  1.658  -0.836  -0.166
H  -3.437  2.602  -4.193  0.429
H  -5.110  2.844  -3.619  0.365
H  -4.931  0.409  -3.956  0.414
H  -3.349  0.376  -3.171  0.265
H  -6.023  1.045  -1.854  0.376
H  -4.960  -0.293  -1.439  -0.211
H  -4.867  2.077  -0.071  0.408
H  -3.374  1.148  -0.367  -0.112
O  4.483  2.485  3.680  -0.693
S  3.131  2.899  3.954  1.148
O  2.404  3.756  3.051  -0.642
C  2.147  1.446  4.297  -0.590
C  2.293  1.238  5.801  -0.718
C  2.173  2.632  6.429  -0.620
C  3.062  3.580  5.615  -0.677
H  2.514  0.609  3.706  0.443
H  1.115  1.673  4.026  0.319
H  1.536  0.555  6.184  0.340
H  3.275  0.814  6.026  0.328
H  1.135  2.966  6.377  0.298
H  2.463  2.628  7.479  0.328
H  2.651  4.586  5.570  0.337
H  4.079  3.612  6.004  0.353

Molecular formula: C30H36F9N3O6
Method: DFT, ωB97M-V with the def2-TZVPD basis set

Its charge is 0. As for the SMILES: CCOC(=O)C(F)(F)F.CCOC(=O)C(F)(F)F.CCOC(=O)C(F)(F)F.c1cc[nH]c1.c1cc[nH]c1.c1cc[nH]c1.c1ccccc1.

Last column: Mulliken charge in e.
Atoms and positions in Å:
C  -1.153  1.073  -6.000  -0.786
C  0.104  1.936  -6.273  -0.266
O  1.148  1.065  -5.959  -0.163
C  2.425  1.421  -6.029  0.191
O  2.780  2.536  -6.328  -0.553
C  3.390  0.242  -5.645  1.044
F  2.884  -0.919  -5.948  -0.240
F  4.463  0.432  -6.336  -0.255
F  3.697  0.264  -4.341  -0.238
H  -2.046  1.684  -6.134  0.428
H  -1.297  0.863  -4.940  -0.030
H  -1.235  0.132  -6.544  0.339
H  -0.078  2.825  -5.670  0.284
H  0.144  2.269  -7.311  0.337
C  5.327  -4.607  2.461  -1.263
C  4.471  -3.422  2.147  0.095
O  3.159  -3.935  2.129  -0.242
C  2.098  -3.167  1.873  0.347
O  2.150  -1.984  1.496  -0.594
C  0.867  -4.062  1.625  0.917
F  0.698  -4.252  0.288  -0.236
F  0.944  -5.198  2.235  -0.235
F  -0.192  -3.381  2.055  -0.218
H  5.137  -4.763  3.523  0.314
H  6.389  -4.419  2.301  0.395
H  4.969  -5.491  1.933  0.316
H  4.657  -2.987  1.166  0.027
H  4.648  -2.567  2.799  0.341
C  -2.395  4.726  5.149  -0.978
C  -2.792  3.298  4.698  -0.237
O  -1.752  2.430  5.197  -0.206
C  -1.712  1.167  4.693  0.420
O  -2.528  0.674  3.933  -0.573
C  -0.461  0.378  5.249  0.772
F  0.334  -0.056  4.166  -0.199
F  0.382  1.128  5.938  -0.213
F  -0.806  -0.784  5.948  -0.265
H  -2.205  5.323  4.256  0.259
H  -1.559  4.656  5.845  0.226
H  -3.285  5.095  5.659  0.338
H  -2.915  3.384  3.618  0.285
H  -3.777  3.033  5.082  0.369
C  0.835  4.140  2.866  -0.528
C  1.188  3.150  2.007  -0.375
C  1.854  2.190  2.753  -0.862
N  1.990  2.632  4.035  0.072
C  1.434  3.920  4.066  -0.513
H  0.273  5.054  2.738  0.454
H  0.874  3.107  0.974  0.483
H  2.433  1.329  2.454  0.617
H  2.642  2.322  4.741  0.250
H  1.483  4.431  5.015  0.424
C  3.509  -2.204  -3.117  -0.584
C  2.191  -2.534  -3.492  -0.616
C  1.387  -2.405  -2.416  -0.865
N  2.095  -1.852  -1.358  0.870
C  3.431  -1.863  -1.776  -0.612
H  4.481  -2.156  -3.584  0.508
H  1.911  -2.937  -4.454  0.474
H  0.352  -2.716  -2.406  0.489
H  1.772  -1.629  -0.428  -0.058
H  4.208  -1.764  -1.032  0.415
C  -6.410  -0.099  -2.707  -0.401
C  -6.114  -1.414  -2.132  -0.189
C  -6.012  -1.216  -0.774  -0.766
N  -5.995  0.133  -0.556  0.059
C  -6.178  0.886  -1.733  -0.467
H  -6.600  0.062  -3.758  0.400
H  -6.205  -2.298  -2.745  0.407
H  -5.984  -1.947  0.021  0.372
H  -5.861  0.554  0.353  0.194
H  -6.224  1.962  -1.807  0.394
C  -2.373  -0.721  -0.905  -0.157
C  -2.028  -0.740  0.448  -0.777
C  -0.797  -0.242  0.869  0.173
C  0.147  0.104  -0.072  -1.138
C  -0.279  0.255  -1.377  -0.299
C  -1.560  -0.136  -1.844  -0.668
H  -3.366  -1.066  -1.153  0.301
H  -2.715  -1.182  1.154  0.490
H  -0.556  -0.222  1.922  0.357
H  1.135  0.448  0.194  0.960
H  0.369  0.735  -2.095  0.374
H  -1.814  -0.110  -2.894  0.283

Molecular formula: C30H36N3O2
Method: DFT, ωB97M-V with the def2-TZVPD basis set

Its charge is +1. As for the SMILES: COc1ccc([NH2+][C@H](/C=C/N2[C@H](Cc3ccccc3)C(=O)N(C)C2(C)C)c2ccc(C)cc2)cc1. For the energy relative to the best compared isomer or geometry (same formula, charge and spin), the calculation gives 16.02 kJ/mol.

Last column: Mulliken charge in e.
Atoms and positions in Å:
C  -3.167  -3.633  4.533  -0.807
O  -2.067  -3.883  3.620  -0.415
C  -2.025  -3.386  2.353  0.580
C  -0.988  -3.849  1.513  -0.943
C  -0.729  -3.242  0.282  -0.095
C  -1.569  -2.237  -0.149  0.006
N  -1.476  -1.716  -1.558  0.035
C  -0.226  -1.316  -2.193  1.229
C  0.200  0.011  -1.608  -0.463
C  0.692  0.109  -0.352  -0.351
N  1.265  1.230  0.188  0.390
C  1.543  1.276  1.612  -0.055
C  0.271  1.151  2.459  -0.283
C  0.575  1.167  3.936  0.602
C  -0.026  2.126  4.753  -0.360
C  0.347  2.221  6.094  -0.606
C  1.297  1.334  6.619  -0.451
C  1.850  0.336  5.808  -0.714
C  1.479  0.242  4.465  -0.242
C  2.270  2.619  1.774  0.184
O  2.676  3.113  2.825  -0.701
N  2.386  3.163  0.529  0.277
C  3.045  4.435  0.338  -0.967
C  1.699  2.430  -0.539  0.269
C  0.523  3.272  -1.061  -1.510
C  2.668  2.085  -1.670  -1.663
C  -0.482  -1.262  -3.719  -0.290
C  -0.810  -2.439  -4.409  -0.372
C  -1.055  -2.421  -5.790  -1.020
C  -0.971  -1.227  -6.523  0.938
C  -1.155  -1.176  -8.010  -1.321
C  -0.692  -0.049  -5.828  -1.141
C  -0.457  -0.064  -4.449  -0.244
C  -2.672  -1.845  0.599  -0.800
C  -2.924  -2.428  1.842  -0.450
H  -2.890  -4.175  5.439  0.248
H  -3.271  -2.567  4.761  0.332
H  -4.109  -4.034  4.139  0.346
H  -0.394  -4.675  1.882  0.440
H  0.109  -3.591  -0.326  0.428
H  -2.062  -0.879  -1.591  0.558
H  -2.031  -2.431  -2.061  0.565
H  0.526  -2.088  -1.955  0.477
H  0.116  0.906  -2.220  -0.546
H  0.612  -0.720  0.351  0.774
H  2.252  0.466  1.879  0.269
H  -0.392  1.992  2.194  0.273
H  -0.244  0.217  2.178  0.197
H  -0.750  2.814  4.307  0.330
H  -0.103  2.993  6.719  0.385
H  1.606  1.424  7.660  0.382
H  2.575  -0.370  6.212  0.385
H  1.909  -0.520  3.808  0.323
H  3.402  4.794  1.305  0.370
H  3.895  4.322  -0.344  0.298
H  2.353  5.168  -0.089  0.317
H  -0.056  3.677  -0.218  0.367
H  0.905  4.104  -1.671  0.476
H  -0.153  2.677  -1.679  0.276
H  3.593  1.677  -1.243  0.400
H  2.226  1.337  -2.332  0.370
H  2.902  2.983  -2.253  0.452
H  -0.841  -3.384  -3.864  0.471
H  -1.316  -3.340  -6.325  0.389
H  -0.812  -0.211  -8.395  0.363
H  -0.577  -1.961  -8.508  0.366
H  -2.200  -1.296  -8.319  0.291
H  -0.658  0.901  -6.376  0.317
H  -0.249  0.896  -3.973  0.292
H  -3.365  -1.101  0.208  0.328
H  -3.802  -2.152  2.421  0.448

Number 1: HOMO level -8.51 eV. Number 2: HOMO level -7.63 eV. Number 3: HOMO level -10.69 eV.